# 1
{"formula": "C10H10BrIRu", "method": "ωB97M-V/def2-TZVPD", "mol_weight_g_mol": 438.1, "fmax_ev_per_a": 2.525, "s_squared": 8.774, "de_lowest_kj_mol": 132.1, "spin_multiplicity": 6, "orbital_gap_ev": [5.36, 2.86], "charge": -1, "e_homo_ev": [-2.86, -2.48], "species": ["C", "C", "C", "H", "C", "C", "H", "H", "H", "H", "Ru", "Br", "C", "C", "C", "H", "C", "C", "H", "H", "H", "H", "I"], "coordinates": [[-1.9091, -0.8701, 1.3914], [-1.7647, -1.3793, 2.7345], [-1.8652, -0.2771, 3.6410], [-1.6399, -2.4203, 3.0127], [-1.9895, 0.9236, 2.8734], [-2.0460, 0.5625, 1.4849], [-2.2050, 1.2404, 0.6530], [-1.9372, -1.4598, 0.4790], [-1.9148, -0.3616, 4.7162], [-2.0812, 1.9280, 3.2657], [0.0482, -0.0554, 2.1867], [1.2466, -0.8356, 0.3126], [2.7074, 0.6540, -2.5887], [1.6082, 1.4487, -3.0339], [0.6113, 0.5678, -3.5603], [1.5541, 2.5340, -3.0088], [1.0982, -0.7697, -3.4413], [2.3923, -0.7178, -2.8390], [3.0346, -1.5688, -2.6312], [3.6368, 1.0230, -2.1637], [-0.3354, 0.8646, -4.0052], [0.5920, -1.6700, -3.7802], [1.1584, 0.6389, 4.3013]], "forces_ev_per_a": [[-1.23, 0.26, 0.56], [-0.83, 0.44, -0.53], [-1.16, 0.14, -0.54], [-0.02, 0.21, -0.10], [-0.91, -0.76, 0.04], [-0.55, -0.87, 0.26], [0.22, -0.16, 0.14], [0.20, 0.24, 0.27], [0.35, 0.12, -0.10], [0.10, -0.16, -0.02], [1.97, 0.14, -1.33], [0.48, -0.26, -0.67], [-0.61, -0.67, -0.35], [-0.21, -0.92, -0.11], [0.83, -0.19, 0.35], [-0.02, -0.16, 0.03], [0.40, 0.79, 0.21], [-0.34, 0.92, -0.25], [-0.10, 0.12, 0.01], [-0.16, -0.04, -0.01], [0.13, -0.04, 0.10], [0.03, 0.14, 0.09], [1.43, 0.69, 1.96]]}

# 2
{"formula": "C42H36N6O12", "method": "ωB97M-V/def2-TZVPD", "mol_weight_g_mol": 816.8, "fmax_ev_per_a": 3.157, "de_lowest_kj_mol": 0.0, "smiles": "O=[N+]([O-])c1ccccc1.O=[N+]([O-])c1ccccc1.O=[N+]([O-])c1ccccc1.O=[N+]([O-])c1ccccc1.O=[N+]([O-])c1ccccc1.O=[N+]([O-])c1ccccc1.c1ccccc1", "orbital_gap_ev": 8.56, "e_homo_ev": -9.86, "species": ["C", "C", "C", "C", "C", "C", "H", "H", "H", "H", "H", "H", "C", "C", "C", "C", "C", "C", "N", "O", "O", "H", "H", "H", "H", "H", "C", "C", "C", "C", "C", "C", "N", "O", "O", "H", "H", "H", "H", "H", "C", "C", "C", "C", "C", "C", "N", "O", "O", "H", "H", "H", "H", "H", "C", "C", "C", "C", "C", "C", "N", "O", "O", "H", "H", "H", "H", "H", "C", "C", "C", "C", "C", "C", "N", "O", "O", "H", "H", "H", "H", "H", "C", "C", "C", "C", "C", "C", "N", "O", "O", "H", "H", "H", "H", "H"], "coordinates": [[-0.2716, 0.0250, -1.6975], [-0.0317, 0.0806, -0.3493], [0.7453, 1.1480, 0.1079], [1.2628, 2.1028, -0.7156], [1.0224, 1.9533, -2.0797], [0.0999, 1.0475, -2.6016], [-0.8794, -0.8021, -2.0336], [-0.4848, -0.6160, 0.3405], [0.9827, 1.2457, 1.1569], [1.9412, 2.8722, -0.3775], [1.5258, 2.7060, -2.6683], [-0.0537, 0.9968, -3.6694], [-3.2445, 0.3623, -3.8996], [-4.5311, 0.1746, -3.3992], [-5.2172, -1.0124, -3.5917], [-4.6574, -2.0607, -4.3531], [-3.3433, -1.8624, -4.8257], [-2.6616, -0.6729, -4.6050], [-5.3398, -3.4114, -4.3879], [-4.6688, -4.3538, -4.8695], [-6.5194, -3.5475, -4.0009], [-2.7627, 1.3198, -3.7681], [-4.9218, 1.0542, -2.9092], [-6.1694, -1.0394, -3.0830], [-2.8124, -2.6016, -5.4071], [-1.7108, -0.5243, -5.0951], [-4.0981, 0.8283, 1.5596], [-5.4171, 0.9769, 1.0808], [-5.7089, 1.9172, 0.1122], [-4.7393, 2.7876, -0.3995], [-3.3911, 2.5963, 0.0718], [-3.0937, 1.6245, 1.0676], [-4.9583, 3.8371, -1.4173], [-4.1444, 4.7809, -1.4288], [-5.9599, 3.7939, -2.1682], [-3.9306, 0.2916, 2.4817], [-6.1730, 0.3529, 1.5342], [-6.7314, 2.0119, -0.2222], [-2.5335, 3.1524, -0.2768], [-2.1011, 1.5312, 1.4830], [4.5645, -1.3300, 2.3751], [3.7138, -1.3930, 1.2803], [3.6315, -2.5933, 0.5452], [4.3072, -3.7388, 0.9778], [5.0019, -3.6756, 2.1748], [5.1478, -2.5056, 2.8925], [4.1064, -5.0264, 0.2510], [4.0707, -6.0025, 0.9847], [4.1015, -5.0604, -0.9680], [4.8214, -0.3558, 2.7640], [3.2465, -0.4942, 0.9058], [3.0226, -2.7176, -0.3381], [5.5346, -4.5104, 2.6058], [5.7335, -2.4095, 3.7948], [7.9010, 3.6712, -1.3061], [7.9595, 3.3509, -2.6918], [6.7975, 3.2711, -3.4157], [5.5378, 3.5218, -2.8219], [5.4518, 3.8074, -1.4159], [6.6458, 3.8249, -0.6864], [4.3044, 3.6038, -3.6191], [3.5680, 4.5337, -3.4263], [4.0956, 2.5950, -4.2959], [8.8154, 3.6192, -0.7337], [8.9212, 3.0478, -3.0788], [6.9360, 3.0324, -4.4598], [4.4550, 3.9441, -1.0232], [6.6197, 3.8241, 0.3933], [-1.2497, -0.1284, 4.2625], [0.0126, -0.7110, 4.1759], [1.1398, 0.0547, 3.9868], [1.0850, 1.4363, 3.7669], [-0.1453, 2.0693, 3.8594], [-1.3031, 1.2718, 4.1113], [2.3537, 2.2060, 3.5253], [3.4469, 1.6405, 3.4409], [2.2373, 3.4372, 3.4207], [-2.1435, -0.7088, 4.4376], [0.0578, -1.7866, 4.2621], [2.1069, -0.4261, 3.9747], [-0.1982, 3.1427, 3.7523], [-2.3028, 1.6791, 4.0781], [-1.0743, -3.6250, 1.0448], [-2.0286, -2.9738, 0.3470], [-3.3007, -2.7116, 0.9354], [-3.5641, -3.1871, 2.2622], [-2.5668, -3.9191, 2.9125], [-1.3495, -4.1172, 2.2915], [-4.7905, -2.8211, 2.9977], [-5.6989, -2.2078, 2.3953], [-4.8642, -3.1322, 4.1849], [-0.1375, -3.7362, 0.5191], [-1.7218, -2.5335, -0.5903], [-4.0957, -2.1399, 0.4798], [-2.6001, -4.3013, 3.9221], [-0.6362, -4.6717, 2.8832]], "forces_ev_per_a": [[-1.40, 0.07, -1.15], [0.64, 1.08, 0.11], [-0.15, -0.29, 1.64], [0.25, -0.86, -1.14], [-0.46, 1.51, -0.32], [1.87, -0.92, 1.42], [-0.16, -0.05, -0.36], [0.21, -0.21, 0.00], [-0.21, -0.20, 0.27], [-0.09, 0.05, 0.18], [-0.23, -0.06, -0.69], [-0.25, -0.10, 0.03], [-0.58, -0.39, -0.11], [1.06, 0.53, -0.45], [-0.33, -0.21, 0.05], [0.45, 0.71, 1.47], [-0.51, -0.66, -0.25], [-0.25, 0.17, -0.36], [-0.40, -1.53, -1.01], [-1.18, 2.06, 1.07], [2.61, 0.90, -0.55], [0.18, -0.03, 0.03], [-0.67, -0.35, 0.33], [-0.25, -0.66, -0.35], [-0.34, -0.35, 0.05], [0.20, -0.16, 0.14], [-1.24, 0.81, 0.37], [1.21, -0.21, 0.40], [-0.65, 0.64, -0.73], [2.68, -1.30, 1.04], [-0.72, -0.53, 0.28], [-0.63, 0.98, -1.19], [-0.79, 1.81, -0.81], [-1.26, -1.91, -0.01], [1.94, -0.51, 1.67], [0.06, -0.66, -0.21], [-0.26, 0.09, -0.21], [-0.09, 0.10, -0.12], [-0.34, 0.40, -0.32], [0.16, 0.16, -0.24], [0.06, -0.47, 0.03], [0.75, -0.84, -0.77], [-0.08, -0.47, 0.29], [-0.98, 1.32, 0.04], [0.89, -0.89, 0.87], [-0.65, 1.55, -1.13], [1.20, -0.20, 0.61], [-0.27, 0.15, -0.47], [-0.39, 0.45, 0.73], [-0.28, -0.02, 0.44], [-0.15, 0.00, -0.05], [-0.07, 0.38, -0.16], [-0.25, -0.50, -0.37], [0.15, -0.42, -0.05], [-1.09, -0.85, -1.15], [0.01, 0.26, 2.52], [-1.05, 0.10, -0.50], [1.72, 1.16, 1.70], [0.67, -0.55, -2.39], [0.35, -0.37, -0.30], [0.85, -2.31, 0.57], [-0.46, 0.32, -0.35], [-0.29, 1.24, -0.11], [-0.07, 0.21, 0.19], [-0.06, 0.26, -0.43], [-0.63, -0.07, -0.18], [0.15, 0.10, 0.40], [-0.14, 0.45, 0.09], [1.10, 1.63, -0.37], [-0.83, -0.29, 0.23], [1.12, 0.24, -0.51], [-0.19, -0.88, 0.70], [-0.78, -0.58, 0.14], [0.47, -0.36, -0.45], [0.54, 1.54, -0.11], [-1.75, 0.01, 0.17], [-0.16, -1.84, 0.13], [-0.03, -0.03, -0.04], [0.41, -0.07, 0.08], [0.11, -0.04, -0.11], [-0.17, 0.01, -0.09], [0.12, 0.62, 0.23], [0.93, -0.57, -0.36], [-2.45, 1.60, 0.15], [0.14, -0.63, 1.37], [1.26, 0.26, -1.37], [0.02, 0.33, 0.12], [0.09, -0.57, 0.99], [-1.65, 0.53, 0.03], [1.84, -1.01, 0.74], [0.32, 0.28, -1.31], [0.36, -0.27, 0.45], [-0.55, -0.04, -0.29], [0.16, 0.07, -0.33], [-0.76, 0.14, 0.03], [0.34, -0.02, -0.25]]}

# 3
{"formula": "C7H7FN2O", "method": "ωB97M-V/def2-TZVPD", "mol_weight_g_mol": 154.1, "fmax_ev_per_a": 9.330, "de_lowest_kj_mol": 0.0, "smiles": "NC(=O)Nc1ccc(F)cc1", "orbital_gap_ev": 9.16, "e_homo_ev": -8.56, "species": ["C", "C", "C", "C", "C", "C", "C", "H", "H", "H", "H", "H", "H", "H", "N", "N", "O", "F"], "coordinates": [[2.5663, -0.0013, -0.0152], [0.1654, 0.4321, -0.3482], [-0.7512, 1.4618, 0.1269], [-2.0682, 1.1747, 0.3011], [-2.5697, -0.1183, -0.0456], [-1.6594, -1.0776, -0.5672], [-0.3718, -0.8062, -0.7173], [1.4252, -1.2312, 1.4999], [3.1118, -1.7249, 1.1777], [1.6934, 1.5874, -0.5588], [-0.2545, 2.5242, 0.3376], [-2.7874, 1.8533, 0.5664], [-2.1757, -1.9608, -0.5911], [0.0377, -1.6166, -1.1130], [2.2817, -1.1361, 0.7041], [1.5023, 0.7328, -0.6050], [3.7249, 0.3016, -0.2664], [-3.8709, -0.3951, 0.1141]], "forces_ev_per_a": [[1.36, -0.09, -0.55], [-2.14, 0.87, -0.11], [3.88, 0.50, -0.33], [-0.83, -3.05, -1.29], [2.88, 1.43, -0.14], [-5.04, 3.07, 2.58], [0.16, 3.07, 1.25], [2.79, 0.93, -3.49], [-2.14, 2.48, -2.04], [2.12, 9.06, 0.03], [-1.46, -2.40, -0.36], [-1.40, 1.91, 0.91], [-0.34, -2.80, -1.03], [3.36, -2.78, -1.60], [-1.32, -3.03, 5.01], [-1.11, -9.21, 0.96], [-0.93, 0.12, 0.21], [0.16, -0.08, -0.01]]}

# 4
{"formula": "C19H33Cl2CoN2O2P2", "method": "ωB97M-V/def2-TZVPD", "mol_weight_g_mol": 513.3, "fmax_ev_per_a": 4.438, "s_squared": 6.132, "spin_multiplicity": 5, "orbital_gap_ev": [7.41, 5.57], "charge": 2, "e_homo_ev": [-14.64, -14.74], "species": ["C", "C", "H", "H", "H", "O", "Cl", "Co", "P", "C", "C", "H", "H", "H", "H", "H", "H", "C", "H", "H", "H", "P", "C", "C", "H", "H", "H", "C", "H", "H", "H", "H", "H", "H", "Cl", "C", "N", "N", "C", "O", "C", "C", "C", "C", "C", "C", "C", "C", "C", "H", "H", "H", "H", "H", "H", "H", "H", "H", "H", "H", "H"], "coordinates": [[2.4319, 3.3447, -2.0593], [1.8991, 2.2766, -1.1785], [3.5366, 3.3659, -1.9961], [2.0382, 4.3282, -1.7369], [2.1171, 3.1788, -3.1054], [2.4155, 1.7189, -0.2332], [-0.5769, 3.3913, -2.8226], [-0.0308, 1.6458, -1.5890], [-0.6844, 2.7634, 0.3701], [-0.3090, 2.0758, 2.0201], [-0.0087, 4.4560, 0.4906], [-0.5075, 4.9697, 1.3248], [-2.7698, 3.7507, 1.1823], [-0.2002, 4.9814, -0.4528], [-2.8478, 3.2901, -0.5523], [0.7680, 1.8805, 2.0964], [1.0731, 4.4079, 0.6771], [-2.4994, 2.9918, 0.4416], [-0.6147, 2.7789, 2.8098], [-2.9551, 2.0286, 0.6980], [-0.8440, 1.1274, 2.1555], [0.5739, 0.2473, -3.2845], [1.3394, -1.3811, -2.9644], [-0.8608, -0.1432, -4.3522], [1.4115, 1.9204, -4.8327], [1.8976, 0.2539, -5.3064], [2.7541, 1.1010, -3.9721], [1.7827, 0.9552, -4.4654], [-1.4997, 0.7430, -4.4016], [-0.5175, -0.4077, -5.3591], [1.6257, -1.8427, -3.9187], [0.6597, -2.0507, -2.4206], [-1.4311, -0.9757, -3.9260], [2.2375, -1.2294, -2.3545], [-2.0775, 0.6494, -1.4287], [-1.0372, -4.1311, 2.3151], [-0.8681, -3.1659, 1.2482], [-0.0558, -2.1156, 1.4244], [-0.0825, -1.3221, 0.2881], [0.5849, -0.2810, 0.2361], [-0.9333, -2.0464, -0.6371], [-1.3641, -3.1764, -0.0002], [-2.2221, -4.2902, -0.4731], [0.3387, -1.6238, 2.6978], [1.6899, -1.7298, 3.0239], [2.0481, -1.4686, 4.3400], [1.0831, -1.0119, 5.2540], [-0.2485, -0.8069, 4.8627], [-0.6334, -1.1005, 3.5583], [-2.0953, -4.1998, 2.5879], [-0.4614, -3.8012, 3.1760], [-0.6648, -5.1090, 1.9927], [-1.2586, -1.6512, -1.5924], [-1.6930, -5.2545, -0.4522], [-3.1161, -4.3984, 0.1556], [-2.5507, -4.1082, -1.5021], [2.3949, -2.0274, 2.2414], [3.0841, -1.6211, 4.6510], [1.3714, -0.8153, 6.2957], [-0.9926, -0.4229, 5.5699], [-1.6441, -0.9129, 3.1849]], "forces_ev_per_a": [[0.66, 0.67, -0.99], [2.06, -1.74, 3.53], [-0.49, -0.16, 0.19], [-0.03, -0.58, -0.10], [0.05, 0.22, 0.71], [-1.45, 1.69, -2.96], [-0.16, 0.15, -0.22], [-1.43, -0.24, 0.58], [-0.57, 0.93, 0.76], [0.29, -0.39, -0.20], [0.04, -0.17, -0.17], [0.22, -0.08, -0.27], [0.20, -0.08, -0.07], [0.03, -0.03, 0.28], [-0.04, -0.01, 0.22], [-0.23, 0.01, 0.09], [-0.27, 0.10, 0.02], [0.19, -0.15, -0.32], [0.05, -0.12, -0.37], [0.06, 0.34, -0.07], [0.16, 0.30, -0.05], [0.37, -0.64, -1.47], [0.05, 0.02, 0.40], [0.05, 0.19, 0.19], [0.08, -0.24, 0.00], [0.00, 0.29, 0.28], [-0.22, -0.09, -0.22], [-0.05, 0.10, 0.17], [0.01, -0.18, -0.05], [0.01, 0.02, 0.24], [-0.12, 0.13, 0.22], [0.32, 0.20, -0.31], [0.06, 0.24, -0.10], [-0.10, -0.12, -0.12], [0.42, -0.06, -0.09], [-0.18, -0.55, 0.27], [0.92, 0.43, 1.02], [-0.28, 0.30, 0.27], [0.76, 0.76, -0.50], [-0.99, -1.04, -0.39], [-0.31, 0.44, -0.46], [-0.54, -0.23, -0.90], [-0.35, -0.35, -0.16], [0.31, 0.08, 0.69], [-0.51, -0.18, 0.07], [0.06, 0.36, 0.27], [0.04, -0.16, 0.07], [0.09, 0.15, 0.06], [0.42, -0.25, -0.13], [0.17, -0.01, -0.12], [-0.08, -0.02, -0.07], [-0.15, 0.16, -0.07], [0.18, -0.40, 0.23], [-0.04, 0.30, 0.00], [0.18, 0.07, -0.13], [0.11, 0.00, 0.29], [-0.16, -0.09, 0.51], [-0.37, 0.17, -0.03], [-0.12, -0.10, -0.56], [0.42, -0.14, -0.27], [0.21, -0.27, 0.28]]}